Record 1
Below is a molecular structure, C16H29N3O8SV in a non-equilibrium geometry, with properties calculated with wB97M-V/def2-TZVPD.

Structure (XYZ):
```
58
C16H29N3O8SV | the Open Molecules 2025 dataset | wB97M-V/def2-TZVPD
V 0.34 -0.11 1.75
S -1.01 -0.16 -4.52
O -0.33 -1.85 2.84
O 0.16 0.50 -4.03
O -4.65 -1.50 -1.05
O -1.33 -1.46 -4.04
O 2.17 -1.07 2.22
O 0.30 0.62 3.78
O 1.84 1.54 1.77
O -4.63 0.35 -2.23
N -0.85 -0.22 0.06
N -4.11 -0.49 -1.49
N -1.90 0.76 -1.60
C -2.22 1.64 -2.74
C -2.05 -0.84 -0.04
C 1.63 2.39 2.91
C -2.71 -0.22 -1.06
C 3.37 -0.36 2.28
C -0.10 -0.29 4.78
C 0.42 1.58 -1.19
C 0.17 -1.16 -6.70
C 0.71 -2.82 2.96
C -2.42 0.94 -4.12
C 1.32 1.65 4.13
C -0.90 -0.16 -6.28
C -0.76 0.69 -0.90
C 2.11 -2.19 3.13
C 3.18 0.96 1.51
C -0.93 -1.35 4.07
H 2.95 -2.91 3.01
H 0.74 -3.37 2.09
H 3.63 -0.14 3.31
H 0.17 -1.25 -7.79
H 2.16 -1.70 4.13
H 3.18 0.81 0.41
H -0.56 0.81 -6.62
H 3.93 1.73 1.74
H -2.43 -1.56 0.65
H -1.16 -2.18 4.80
H -3.16 2.04 -2.48
H 2.19 1.15 4.58
H 0.10 -2.13 -6.20
H 1.20 -0.73 -6.40
H -0.64 0.26 5.55
H 4.20 -0.93 1.90
H 1.16 1.59 -0.31
H 0.88 1.32 -2.14
H 2.55 2.88 3.16
H 0.12 2.61 -1.39
H -1.49 2.40 -2.82
H 0.82 2.25 4.90
H 0.54 -3.41 3.86
H 0.85 3.07 2.62
H -1.93 -0.43 -6.66
H 0.76 -0.82 5.18
H -2.36 1.71 -4.88
H -3.38 0.47 -4.18
H -1.84 -0.88 3.75
```

For the highest occupied orbital energy (spin up / spin down), the calculation gives -14.95 / -15.19 eV. As for the charge: +2. As for the orbital gap (spin up / spin down): 9.3536 / 9.6219 eV. As for the spin multiplicity: 4. As for the expectation value of S²: 3.754.

Löwdin atomic charge list, values in e, 4 entries:
1 V 1.080
2 S 0.626
3 O -0.212
4 O -0.312



Record 2
Below is 2 unconnected molecules or ions with the total composition CH7N2S in a non-equilibrium geometry, with properties calculated with wB97M-V/def2-TZVPD.

Structure (XYZ):
```
11
CH7N2S | the Open Molecules 2025 dataset | wB97M-V/def2-TZVPD
S -3.17 0.84 -0.66
N -0.07 -0.27 -0.69
N 2.04 -0.50 0.54
C 0.71 0.15 0.44
H -4.20 0.50 0.10
H -0.90 0.33 -0.74
H 2.69 0.17 0.14
H 0.89 1.23 0.37
H 0.14 0.02 1.38
H 2.07 -1.22 -0.19
H -0.21 -1.25 -0.69
```

For the highest occupied orbital energy, the calculation gives -2.74 eV. As for the charge: -1. As for the orbital gap: 6.8494 eV. The energy above the lowest of the compared OMol25 structures with the same formula, charge and spin comes out at 49.7 kJ/mol.

Löwdin atomic charge list, values in e, 4 entries:
1 S -0.234
2 N -0.037
3 N -0.034
4 C -0.407



Record 3
Below is a gas-phase ion, C4H8NS (charge +1) in a non-equilibrium geometry, with properties calculated with wB97M-V/def2-TZVPD.

Structure (XYZ):
```
14
C4H8NS | the Open Molecules 2025 dataset | wB97M-V/def2-TZVPD
S 2.61 0.83 -0.51
N -0.57 0.76 0.17
C 2.10 -0.50 0.40
C -1.51 1.82 0.12
C -0.19 -0.25 -0.46
C 0.93 -1.26 -0.11
H 0.47 -1.85 0.72
H -0.72 -0.52 -1.34
H 1.92 0.07 1.40
H -2.39 1.56 -0.56
H -1.72 2.19 1.17
H 1.35 -1.67 -1.06
H -0.96 2.79 -0.25
H 2.96 -1.13 0.61
```

For the highest occupied orbital energy (spin up / spin down), the calculation gives -13.22 / -13.42 eV. As for the charge: +1. As for the orbital gap (spin up / spin down): 7.3029 / 5.3832 eV. The energy above the lowest of the compared OMol25 structures with the same formula, charge and spin comes out at 378.1 kJ/mol.

Löwdin atomic charge list, values in e, 4 entries:
1 S 0.795
2 N 0.144
3 C -0.734
4 C -0.036



Record 4
Below is a molecular structure, C28H84O14 in a non-equilibrium geometry, with properties calculated with wB97M-V/def2-TZVPD.

Structure (XYZ):
```
126
C28H84O14 | the Open Molecules 2025 dataset | wB97M-V/def2-TZVPD
O -3.74 1.44 0.28
O -0.37 -2.60 0.06
O -0.88 -0.77 1.96
O 0.34 -1.24 3.70
O -2.61 -1.02 -2.84
O 4.05 -3.12 0.22
O 2.94 0.99 -2.94
O -1.50 5.36 -1.68
O 1.74 1.59 -1.57
O -3.46 -0.86 0.74
O -1.34 3.43 3.42
O -1.59 0.10 -1.68
O 1.19 1.84 3.92
O -0.18 -1.19 -0.96
C 2.47 -0.83 -1.43
C -1.95 -1.66 1.96
C -1.76 -1.98 -3.38
C 2.94 -0.43 -2.85
C 0.14 0.97 0.04
C 3.93 -1.93 0.94
C 0.92 -2.88 -0.56
C -0.70 4.15 -1.89
C 1.81 2.80 -2.32
C 0.89 -4.21 -1.27
C 0.52 -2.91 2.00
C 0.29 0.62 -3.01
C -0.57 -2.22 -2.41
C 1.65 0.54 3.60
C -0.06 -0.58 0.30
C -3.08 -2.47 -0.90
C -2.15 -2.40 3.29
C -0.99 3.23 -0.83
C -2.98 -0.96 -0.55
C -0.06 3.70 2.98
C 1.35 0.57 2.08
C -2.31 1.29 0.46
C 2.12 3.92 -1.34
C -1.13 1.01 -2.70
C -2.16 1.04 1.99
C 2.47 -1.50 1.13
C 0.99 -2.43 3.33
C 0.07 3.33 1.57
H -2.92 -1.23 1.72
H 0.35 4.24 -2.20
H -1.44 -3.22 3.38
H 2.54 -0.58 1.70
H -1.10 0.91 2.19
H -3.40 -0.40 -1.38
H -0.39 -1.12 3.09
H -3.15 -2.66 -1.97
H -1.25 2.07 -2.47
H 1.71 -2.86 0.20
H -1.15 3.67 -2.76
H 0.39 -0.43 -3.27
H 3.70 1.34 -3.41
H -2.78 0.29 2.48
H 0.01 -3.09 -2.72
H 1.75 1.43 1.55
H 4.14 -2.98 -0.73
H 2.68 0.46 3.94
H 1.19 -2.20 -1.37
H -0.52 3.66 0.05
H 1.84 -4.46 -1.74
H 0.60 1.37 -3.74
H 4.47 -1.19 0.36
H 1.08 -0.28 4.03
H -0.74 2.26 -1.25
H 0.14 -1.39 -2.40
H 2.07 4.93 -1.75
H 0.27 0.64 2.00
H -2.39 -3.11 -0.35
H 3.08 3.82 -0.84
H 0.83 -2.18 1.26
H 2.12 -0.73 -3.50
H -2.35 -2.87 -3.57
H 1.78 -1.51 0.28
H -3.45 -1.17 -3.28
H -1.84 2.17 0.01
H 0.48 -5.04 -0.69
H -4.11 -2.70 -0.62
H 1.05 -3.11 4.18
H -2.37 1.95 2.56
H 0.33 4.71 3.12
H 1.40 -0.62 -1.33
H 4.43 -2.12 1.89
H -3.75 2.40 0.20
H -1.79 0.93 -3.56
H -1.67 3.86 4.22
H -0.42 4.06 0.93
H 0.82 2.89 -2.78
H -2.15 -1.67 4.10
H 1.03 0.91 -2.26
H -0.56 -2.97 2.17
H -0.44 2.39 1.36
H 0.93 -3.86 1.66
H 2.96 -0.26 -0.64
H -3.54 0.09 0.86
H 3.89 -0.86 -3.18
H 2.01 -2.20 1.83
H -3.10 -2.92 3.39
H 1.36 3.85 -0.55
H -1.56 -1.76 -4.43
H -2.05 3.20 -0.55
H -1.91 0.51 -0.19
H -0.43 -1.65 0.14
H 0.59 3.05 3.56
H -1.08 -0.01 1.41
H 2.53 2.64 -3.12
H 2.03 -2.11 3.24
H 1.54 -0.38 1.58
H -0.86 -2.49 -1.40
H -0.40 1.43 -0.80
H 0.25 1.69 4.03
H -0.06 1.52 0.96
H -0.58 -0.67 -1.66
H -2.11 -0.54 -2.17
H 0.70 -1.10 0.87
H -1.94 -0.65 -0.48
H 2.41 -1.91 -1.30
H 1.19 1.13 -0.19
H -1.76 -2.45 1.24
H 0.20 -4.07 -2.11
H 2.15 0.88 -2.09
H -0.87 6.03 -1.96
H 1.09 3.28 1.19
H -0.96 -0.61 0.92
```

For the highest occupied orbital energy, the calculation gives -6.96 eV. As for the charge: 0. As for the orbital gap: 6.9578 eV. The energy above the lowest of the compared OMol25 structures with the same formula, charge and spin comes out at 7676.8 kJ/mol.

Löwdin atomic charge list, values in e, 4 entries:
1 O -0.016
2 O -0.212
3 O -0.202
4 O -0.077



no.,molar mass (g/mol)
1,474.43
2,79.15
3,102.18
4,644.97